# 1
Entry from the Open Molecules 2025 dataset: a molecular structure, C43H30F3N6O5RbS2Se at a distorted geometry (ωB97M-V/def2-TZVPD).

**Electronic energy**: -5882.6085 Eh
**Total charge**: 0
**Maximum force**: 7.12 eV Å⁻¹
**Multiplicity**: 1
**Frontier orbital gap**: 3.99 eV
**LUMO energy**: -1.3 eV

Geometry as XYZ:
```
91
Properties=species:S:1:pos:R:3:lowdin_charge:R:1
C -3.46024 0.13395 4.24148 -0.08
H 5.97485 -2.87616 -3.97596 0.13
C 1.03678 4.31592 2.02837 -0.07
H -3.31130 0.80036 5.05822 0.10
O -1.32949 1.18417 -2.74900 -0.60
H 1.09948 -1.36338 2.76868 -0.15
N 1.26271 0.61275 2.34759 0.11
H 0.53570 2.87389 -1.39791 0.07
H 0.21447 0.49406 -4.92516 0.05
S -1.68017 1.43543 -4.21025 0.95
H -1.97642 3.80273 -2.32810 0.10
C 0.98845 3.66661 4.50322 -0.30
H -1.98214 1.14185 3.03488 0.12
N -2.21152 -0.65187 0.85282 0.00
C -2.71562 0.34443 3.11959 -0.02
H 1.03768 -0.93646 5.24851 0.10
C -3.77115 -1.69155 2.20391 -0.49
C -0.15456 1.50327 -5.11147 -0.26
S -3.83172 -2.64532 0.79241 1.04
H -4.87187 -1.04218 5.31145 0.11
F -1.87775 -9.53798 2.08795 0.10
C -0.59635 -7.62274 2.80455 -0.15
H -2.32698 2.94572 -6.54745 0.13
H -0.29962 1.68579 -6.14923 0.04
H -2.47882 7.63523 -5.71581 0.08
O 2.66321 -4.95222 -1.52590 0.08
C 0.68424 1.27646 5.02313 -0.01
O 1.33516 -3.33660 -0.64837 0.10
H 4.15785 1.14891 -4.79332 0.11
H -2.49942 -7.21141 1.99170 0.12
N 0.76111 5.88427 3.92694 -0.28
H -1.52326 8.07937 -4.13177 0.10
N 0.94931 4.04396 5.79905 -0.21
C 1.16191 -0.31089 3.31236 -0.22
H 4.57325 -4.29405 -2.52068 0.13
C -4.51164 -1.87352 3.36444 -0.10
O 2.14305 1.18896 -2.46342 0.02
H -1.57174 6.21392 -2.81689 0.13
C -1.29180 -5.47061 2.11089 -0.04
C -2.83473 -0.58120 2.11625 -0.25
C -4.35237 -0.92950 4.34364 -0.09
C 1.08493 4.74951 -0.39069 -0.02
C 0.95590 2.25132 4.10327 -0.11
C -0.03299 -4.93905 2.37761 -0.27
C 0.66028 -7.12976 3.18845 -0.01
C 1.12792 5.29182 0.93125 0.04
C -1.92119 4.08079 -3.34777 -0.05
C -1.95935 3.22645 -4.44378 -0.39
C -0.97124 -9.06081 3.02077 -0.48
C -1.83028 5.00699 -5.92693 -0.03
C 0.24772 -3.59334 2.54390 -0.12
H 0.95950 5.41793 -1.24733 0.10
C -2.07680 3.65879 -5.72998 -0.11
N 2.72845 -1.44740 -2.37706 0.16
H -5.08978 -2.80162 3.38782 0.11
C 2.21883 -3.65102 -1.42201 -0.42
F -1.46632 -9.17332 4.33024 0.08
H 0.30243 1.47919 6.03517 0.12
H 5.30516 -0.39804 -4.24067 0.11
C 0.59450 -2.40869 2.46531 0.06
Se 0.72517 5.91014 5.73215 1.02
C -1.71909 5.41317 -3.59792 -0.07
C 1.10581 2.93308 1.69693 -0.16
C 1.16171 1.87323 2.66580 -0.18
H -2.39606 -1.66231 -0.94249 0.07
N 1.02142 2.49244 0.43028 0.06
C 0.96046 -5.78956 2.91686 -0.02
C -1.55537 -6.78146 2.25494 -0.03
C 0.80885 3.36404 -0.48606 -0.17
C -2.65002 -1.54944 0.09617 -0.48
C 0.97101 -0.06672 4.60428 -0.05
H -0.77227 7.72477 -5.69985 0.06
Rb 0.45361 -0.20967 -0.70102 0.81
C 3.08534 0.75664 -3.08394 -0.39
C -1.61012 7.44394 -5.07248 -0.04
H 0.61399 2.19473 -4.68668 0.09
F 0.09689 -9.90461 2.96064 0.11
C 0.84554 4.70573 3.41538 -0.33
H 1.89557 -5.30625 3.24386 0.12
H 1.17795 6.34325 1.20071 0.11
H 2.04612 -5.51682 -1.00082 0.15
H -1.93333 5.30681 -6.90155 0.09
H -2.06336 -4.73685 1.89605 0.08
C 4.67027 -1.13385 -3.75697 0.04
O 3.63484 1.58024 -4.08633 0.08
C 3.49525 -0.67621 -3.12253 -0.19
H 1.28129 -7.72029 3.84348 0.11
C 4.24227 -3.29963 -2.80530 0.02
C 3.05444 -2.75435 -2.25189 -0.13
C 5.02621 -2.48103 -3.54165 -0.03
C -1.63060 5.90274 -4.85898 -0.25
```

# 2
Entry from the Open Molecules 2025 dataset: a gas-phase ion, C5H7N6O (charge +1) at a distorted geometry (ωB97M-V/def2-TZVPD).

**Electronic energy**: -598.0819 Eh
**Total charge**: +1
**Maximum force**: 4.32 eV Å⁻¹
**Multiplicity**: 1
**Frontier orbital gap**: 4.71 eV
**LUMO energy**: -7.2 eV

Geometry as XYZ:
```
19
Properties=species:S:1:pos:R:3:lowdin_charge:R:1
C 1.67959 0.17889 0.13530 -0.29
H -3.99659 1.58214 -0.11397 0.08
C -2.92726 -0.05223 -0.75482 -0.20
C 3.48556 1.28200 0.09528 -0.07
N 2.24685 1.37562 0.48894 0.16
H 4.39514 -0.22974 -1.22412 0.17
N 2.53608 -0.59466 -0.67488 0.23
C -0.12287 -1.52162 0.28581 -0.39
H -4.09031 1.13653 -1.62960 0.07
H 4.41642 1.94252 0.24651 0.18
N -2.23320 -0.27593 0.33874 -0.11
N -3.87422 0.84548 -0.72891 0.10
H -0.14516 0.45766 1.30012 0.15
N -1.54265 -1.47123 0.46356 0.05
H -2.01463 -2.33723 0.27166 0.15
C 0.39564 -0.12064 0.53047 0.25
O 0.64844 -2.45510 0.29564 0.14
H -2.50968 0.12091 1.34680 0.21
N 3.65284 0.13662 -0.67250 0.11
```

# 3
Entry from the Open Molecules 2025 dataset: a molecular structure, C37H52AsCdN7O4Si2 at a distorted geometry (ωB97M-V/def2-TZVPD).

**Electronic energy**: -5107.7772 Eh
**Total charge**: 0
**Maximum force**: 3.46 eV Å⁻¹
**Multiplicity**: 1
**Frontier orbital gap**: 7.20 eV
**LUMO energy**: -0.2 eV

Geometry as XYZ:
```
104
Properties=species:S:1:pos:R:3:lowdin_charge:R:1
H -1.82048 -14.50902 7.88300 0.03
C 0.64955 -20.66625 12.44579 -0.14
N -6.28611 -18.74481 14.23970 -0.33
C -4.45179 -17.72262 8.84392 -0.32
C -0.48359 -21.32894 11.81638 -0.22
C -1.24562 -17.24414 13.74742 -0.10
H -0.16255 -23.35977 12.27675 0.11
C -2.13168 -15.98866 13.99533 -0.41
C 3.89754 -17.94929 11.07848 -0.26
H -4.01672 -17.94311 13.45541 0.09
H -3.61953 -15.79440 11.10639 0.11
H 1.94326 -19.86028 10.18464 0.04
H -0.96594 -13.45382 8.98735 0.00
C -2.02072 -23.04439 11.18668 -0.06
H 2.10830 -17.12150 13.50559 0.09
H -7.76151 -17.92483 9.56654 0.10
H 2.10698 -14.67884 6.44978 -0.01
C -4.26288 -17.38533 14.29758 0.04
C -2.77227 -22.09605 10.44266 -0.05
C 1.94718 -15.40563 15.99980 -0.02
H 4.72374 -18.37985 8.19798 0.05
H 2.37990 -11.83584 12.86590 0.14
H 1.31861 -13.23769 6.97928 0.04
H 4.51844 -16.57602 8.12571 -0.01
H 0.77632 -17.50876 7.08410 0.02
C -4.63849 -17.64388 7.46401 -0.03
H -5.58089 -18.08074 10.68098 0.11
H -3.35959 -14.80359 16.20267 0.11
C -1.16338 -14.48655 8.75574 -0.26
C -5.43468 -17.69087 14.87552 -0.13
H -1.69956 -14.93488 9.55388 -0.04
C -0.98314 -12.12644 12.87023 -0.21
C 2.29846 -14.16106 16.42175 -0.05
C -2.58219 -15.30377 12.70022 -0.40
C -0.85516 -22.66848 11.82415 -0.04
H 2.62914 -13.99959 17.43967 0.11
H 1.20336 -17.62035 14.88945 0.10
H -5.37000 -15.35129 17.30729 0.10
H -0.81002 -16.90052 6.67725 0.03
H -5.89196 -17.49931 5.80596 0.08
C 1.53800 -15.55374 14.70290 -0.26
H 0.63121 -11.71164 11.59056 0.11
H 4.22052 -18.93414 10.78386 0.02
H -8.05500 -17.64753 7.20769 0.11
C -3.40222 -16.33118 14.74386 -0.09
C -5.92564 -17.60421 6.84587 -0.10
H -1.16215 -17.78840 14.70794 0.14
C -5.14208 -15.90993 16.42740 -0.05
C -3.90480 -15.64490 15.83386 -0.01
C 1.44940 -12.09622 13.40189 -0.17
H -3.42610 -14.67245 12.93030 0.14
C 3.96514 -17.51182 8.07614 -0.25
C -6.85196 -17.91325 8.97299 -0.10
H 0.27942 -17.63256 12.37137 0.06
C -7.03131 -17.69364 7.59074 -0.12
H -3.11207 -17.51862 10.35393 0.03
H -1.32904 -11.06065 12.75578 0.13
N 1.40201 -14.50278 13.86146 0.08
H -2.96543 -12.77308 12.50660 0.11
O -3.11608 -16.27660 11.78840 -0.06
O -1.39990 -15.04684 14.72913 0.01
C 1.13584 -14.32197 6.74488 -0.27
H 0.55486 -14.37704 5.78598 0.03
Cd 0.38862 -14.81971 11.66630 1.14
C 1.67333 -13.24559 14.31148 -0.26
Si 2.82791 -17.50485 9.65311 0.14
O -5.99439 -19.00244 13.06413 0.05
C -1.99808 -13.01804 12.04487 -0.26
H -0.88421 -19.35823 11.05341 0.08
H 3.56961 -17.67318 7.05355 0.02
N 0.08844 -16.99048 13.14295 -0.06
H -0.49999 -17.68653 8.24049 0.00
N -1.65585 -14.44587 12.02670 -0.20
H -3.72207 -17.49447 6.94178 0.09
H 1.29304 -19.21927 8.58869 0.02
H -2.00484 -12.55181 10.99820 0.10
C -5.62684 -17.93785 9.57679 -0.05
H 0.72662 -18.49528 10.08535 -0.03
N 0.39597 -12.33055 12.37340 -0.13
H -1.00411 -12.41074 13.87285 0.08
H 1.10930 -11.23986 14.02243 0.13
H 4.72054 -17.32473 11.36305 0.02
C -1.17673 -20.38509 11.07674 -0.03
H -2.27608 -24.06255 11.09388 0.09
C 2.06197 -13.03958 15.64638 -0.01
C -0.10658 -16.99623 7.48729 -0.23
N -3.16423 -17.69826 9.39194 0.12
H -2.50010 -17.22071 8.78528 0.07
N 1.47909 -19.89233 12.68073 0.18
H 1.98664 -16.37384 16.49446 0.13
Si 0.44845 -15.36145 8.18376 0.08
H 3.21298 -18.13146 12.01586 0.02
H -1.89301 -17.90160 13.10120 0.12
H -3.69574 -22.45793 10.03662 0.10
H -6.86542 -17.33730 16.43341 0.12
H -0.89350 -14.59504 14.04469 0.03
C -5.89519 -17.01790 16.03606 0.02
H 2.07532 -12.04005 16.11982 0.13
C 1.22871 -16.90264 14.09802 -0.16
As 2.11587 -15.22793 9.76368 0.54
C -2.33244 -20.78827 10.35392 -0.04
C 1.59197 -18.94430 9.60653 -0.24
H -2.74372 -20.00249 9.72858 0.08
O -7.25544 -19.14470 14.82607 0.09
```